This record from OMol25 describes C14H30BBr2IN2O5P as an isolated structure. The level of theory is ωB97M-V/def2-TZVPD.

XYZ file:
```
56
C14H30BBr2IN2O5P, DFT ωB97M-V/def2-TZVPD
C -3.17 -0.13 -2.54
C -2.40 1.14 -2.13
B -1.74 1.00 -0.71
O -2.38 1.35 0.43
C -0.28 0.33 -0.60
O -0.53 -1.04 -0.98
C -0.29 -2.17 -0.18
C -0.20 -3.39 -1.12
N -1.16 -3.34 -2.21
C -2.51 -3.75 -1.82
C 1.03 -2.02 0.59
N 1.71 -0.70 0.35
P 3.41 -0.71 0.99
O 4.21 0.09 0.10
O 3.16 -0.33 2.49
O 3.84 -2.22 0.99
C 0.73 0.57 0.57
C 1.54 1.85 0.12
I 2.95 2.74 1.50
C 0.65 3.01 -0.40
C 0.55 3.15 -1.94
C 0.26 0.62 2.07
Br -1.16 -0.63 2.54
C -0.02 2.02 2.71
C 0.83 2.17 3.98
Br -1.83 2.41 3.28
H -3.86 -0.47 -1.76
H -3.75 0.05 -3.45
H -2.48 -0.94 -2.76
H -1.64 1.32 -2.90
H -3.07 2.00 -2.15
H -3.34 1.48 0.34
H 0.25 0.69 -1.48
H -1.10 -2.35 0.53
H -0.34 -4.28 -0.49
H 0.80 -3.44 -1.55
H -0.83 -3.95 -2.94
H -2.51 -4.34 -0.89
H -2.95 -4.37 -2.60
H -3.15 -2.88 -1.67
H 1.71 -2.79 0.24
H 0.91 -2.14 1.67
H 1.89 -0.66 -0.66
H 3.93 0.11 2.89
H 3.42 -2.81 1.63
H 2.20 1.54 -0.69
H 1.10 3.93 -0.05
H -0.33 3.01 0.07
H 0.99 4.10 -2.25
H 1.07 2.36 -2.48
H -0.48 3.16 -2.28
H 1.08 0.23 2.66
H 0.21 2.82 2.01
H 0.97 3.22 4.22
H 1.81 1.69 3.88
H 0.32 1.71 4.82
```

As for the charge: +1. The value obtained for the energy relative to the best compared isomer or geometry (same formula, charge and spin) is 0.0 kcal/mol. Its max |F| is 0.49 eV Å⁻¹. The calculation puts the total energy at -186368.93203 eV. For the orbital gap, the calculation gives 8.999 eV.